No. 1
Computed, not measured: one molecule with the formula C3H4N2O, with ωB97M-V/def2-TZVPD.

The spin multiplicity is 1. The gap between HOMO and LUMO is 9.49 eV. The value obtained for the LUMO energy is -0.1225 eV. As for the HOMO energy: -9.61 eV. Its SMILES is O[C@H]1C=CN=N1.

The geometry in XYZ format:
```
10
Properties=species:S:1:pos:R:3:forces:R:3:mulliken_charge:R:1
O 0.524 1.510 1.263 -0.227 0.157 -0.060 -0.48
C 0.501 0.507 0.308 0.068 -0.229 -0.056 0.29
C -0.469 -0.636 0.405 0.018 -0.031 -0.160 -0.22
C -0.840 -0.881 -0.850 -0.041 -0.044 0.196 -0.48
N -0.298 0.117 -1.741 0.152 0.269 0.225 -0.24
N 0.385 0.945 -1.103 -0.132 -0.244 -0.129 -0.24
H -0.296 2.018 1.214 0.051 -0.061 -0.018 0.33
H -0.714 -1.178 1.308 0.103 0.043 -0.149 0.35
H -1.444 -1.675 -1.270 0.032 0.173 0.090 0.44
H 1.510 0.065 0.311 -0.023 -0.033 0.061 0.26
```
Positions in Å, forces in eV/Å.

=====

No. 2
Computed, not measured: a 14-piece molecular cluster, C5H39NO15 overall at a distorted geometry, with ωB97M-V/def2-TZVPD.

The spin multiplicity is 1. The gap between HOMO and LUMO is 9.37 eV. The value obtained for the LUMO energy is -0.0043 eV. As for the HOMO energy: -9.38 eV.

The geometry in XYZ format:
```
60
Properties=species:S:1:pos:R:3:forces:R:3:mulliken_charge:R:1
C -0.192 -0.446 -0.542 2.177 0.537 1.763 0.22
N 0.180 0.932 -0.933 -2.586 1.011 -1.412 0.23
C -0.919 1.342 -1.922 3.584 -3.456 0.232 -0.89
O -0.355 0.935 -3.186 -0.243 0.839 -1.970 -0.64
C 1.229 -1.183 -0.219 -2.912 0.967 -1.143 -1.59
C 1.900 -0.599 1.024 1.850 -3.123 0.661 0.39
C 1.361 -1.172 2.368 -0.494 1.037 -0.877 -0.46
O 0.003 -1.464 2.136 -0.262 2.367 1.393 -0.55
H -0.819 -0.294 0.372 0.466 -1.150 -0.938 -0.05
H -0.771 -0.891 -1.382 0.544 0.143 1.015 0.91
H 0.197 1.606 -0.153 -0.134 -0.614 -0.238 0.09
H -1.150 2.342 -1.789 -0.595 1.992 -0.314 0.46
H -1.737 0.600 -1.938 -0.130 1.174 0.725 0.50
H 0.486 1.298 -3.537 -0.717 0.888 1.085 0.36
H 1.802 -1.110 -1.173 -0.183 0.292 1.199 0.97
H 0.944 -2.235 -0.208 0.524 -0.380 0.787 0.38
H 1.934 0.471 1.088 0.327 0.126 -0.521 -0.70
H 2.922 -1.159 0.941 -0.987 2.034 0.278 0.25
H 1.284 -0.383 3.193 1.067 -1.238 -0.846 0.22
H 1.992 -2.062 2.548 -0.704 0.329 0.819 0.29
H -0.178 -2.363 2.005 -0.160 -2.776 -0.301 0.38
H -0.881 3.319 2.067 0.086 0.164 -0.228 0.40
H -1.398 1.894 2.125 -0.244 -0.569 0.520 0.26
O -1.480 2.693 1.618 0.137 0.252 -0.235 -0.63
H 0.091 -1.935 -2.715 2.855 2.251 -1.113 0.33
H 0.392 -0.359 -3.151 0.180 -2.294 0.764 0.34
O 0.879 -1.269 -2.952 -3.293 -1.345 -0.683 -0.84
H 3.925 2.920 -1.005 0.485 -1.607 0.646 0.34
H 3.467 3.094 -2.485 0.311 0.629 2.074 0.29
O 3.594 3.556 -1.600 -0.849 1.352 -3.011 -0.64
H -2.493 -0.937 3.121 -0.395 0.699 -0.232 0.31
H -1.303 -0.324 2.584 1.609 -0.375 -0.524 0.30
O -2.239 -0.170 2.572 -1.384 -0.543 1.165 -0.76
H -2.712 -3.224 -1.573 -0.055 0.723 -0.092 0.35
H -1.670 -2.508 -0.601 -0.635 -0.337 -0.765 0.35
O -2.037 -3.364 -0.904 0.844 -0.104 0.638 -0.79
H 2.219 -0.132 -3.271 -1.184 -0.823 0.217 0.29
H 3.566 0.079 -3.495 3.996 -1.380 -2.490 0.26
O 2.924 0.433 -2.987 -2.460 2.015 1.726 -0.46
H 2.555 0.804 -0.965 0.190 1.074 0.184 0.23
H 2.586 2.677 0.757 1.807 -0.894 -1.101 0.22
O 1.842 2.892 1.264 -1.679 3.131 -2.731 -0.57
H -3.855 -0.322 -1.913 -0.115 0.458 0.068 0.26
H -3.872 -0.944 -0.484 0.486 -0.031 -2.334 0.34
O -3.700 -1.147 -1.461 -0.510 -0.860 1.724 -0.63
H 0.826 4.403 1.415 1.879 -1.154 -1.310 0.37
H -0.412 5.166 1.521 -1.271 1.061 -0.690 0.32
O 0.243 4.754 2.045 -0.809 0.571 2.214 -0.69
H 3.917 0.369 -0.703 0.026 0.947 0.427 0.32
H 1.785 2.402 2.008 0.093 -2.461 3.647 0.24
O 3.361 1.158 -0.521 0.318 -1.591 -0.276 -0.71
H -1.069 -4.165 1.186 0.735 -0.079 0.874 0.35
H -1.277 -3.995 2.684 1.804 -0.308 -1.520 0.36
O -0.519 -4.014 1.999 -2.380 -0.216 0.619 -0.77
H -2.256 1.365 0.162 2.194 2.719 -0.319 0.05
H -2.848 0.449 1.080 -0.439 -0.215 -0.129 0.47
O -2.921 0.744 0.153 -2.300 -1.858 0.666 -0.60
H -2.948 -3.664 0.480 -0.585 -0.970 1.618 0.43
H -3.160 -2.976 1.801 -0.370 -0.615 0.137 0.31
O -3.232 -3.885 1.448 0.491 1.584 -1.539 -0.77
```
Positions in Å, forces in eV/Å.

=====

No. 3
Computed, not measured: C49H50As2O5PS2SeTi as an isolated structure at a distorted geometry, with ωB97M-V/def2-TZVPD.

The spin multiplicity is 2. Its expectation value of S² is 0.76. The gap between HOMO and LUMO (alpha / beta) is 5.50 / 5.81 eV. The value obtained for the LUMO energy (alpha / beta) is -0.1167 / -0.2016 eV. As for the HOMO energy (alpha / beta): -5.61 / -6.02 eV.

The geometry in XYZ format:
```
111
Properties=species:S:1:pos:R:3:forces:R:3:mulliken_charge:R:1
Ti 0.572 0.226 0.704 1.068 -1.613 -0.702 0.70
O -1.496 2.246 -1.893 1.700 0.794 0.392 -0.66
S -0.125 2.614 -1.514 0.568 -3.627 0.133 1.72
O 0.803 3.112 -2.490 -0.700 0.210 -0.044 -0.64
O 0.568 1.360 -0.822 -1.619 3.042 -1.278 0.95
C -0.218 3.818 -0.256 0.388 0.757 1.104 0.06
C -1.019 4.902 -0.611 -0.144 0.170 0.234 -1.04
C -1.289 5.911 0.311 0.109 0.180 -0.613 -0.82
C -0.674 5.905 1.549 -0.149 -0.220 0.362 -0.72
C 0.207 4.887 1.874 0.413 -0.524 -0.765 -0.87
C 0.493 3.816 0.972 -1.115 0.835 0.816 0.07
P 1.512 2.420 1.595 0.586 -0.427 -0.732 1.64
C 3.184 2.729 0.922 0.648 0.221 0.081 0.53
C 3.431 3.579 -0.169 0.522 -0.136 0.231 -0.52
C 4.672 3.557 -0.829 -0.325 0.038 -0.045 -0.71
C 5.675 2.711 -0.376 0.144 -0.145 0.107 -0.45
C 5.484 1.951 0.781 -0.511 0.183 0.040 -0.83
C 4.257 1.969 1.442 -0.068 0.245 -0.550 -0.25
C 1.655 2.559 3.393 0.174 1.259 0.862 0.13
C 2.785 3.101 4.051 -0.160 -0.101 -0.318 -0.41
C 2.778 3.279 5.432 -0.052 0.156 -0.110 -0.72
C 1.634 3.004 6.178 0.352 0.280 -0.079 -0.67
C 0.549 2.431 5.549 -0.884 -0.276 -0.269 -0.50
C 0.531 2.244 4.169 0.456 -0.279 -0.260 -0.19
H -1.419 4.929 -1.626 -0.138 0.001 0.382 0.54
H -1.932 6.743 0.042 -0.014 -0.165 -0.056 0.41
H -0.910 6.669 2.294 0.171 -0.145 -0.315 0.40
H 0.706 4.949 2.831 0.058 -0.257 0.023 0.50
H 2.724 4.336 -0.475 -0.404 -0.307 -0.195 0.30
H 4.822 4.185 -1.723 -0.079 -0.344 0.624 0.39
H 6.635 2.639 -0.893 -0.349 0.109 0.072 0.38
H 6.276 1.307 1.141 0.003 0.072 0.061 0.39
H 4.130 1.419 2.371 -0.039 -0.254 -0.371 0.44
H 3.655 3.442 3.469 -0.474 -0.366 0.316 0.41
H 3.662 3.669 5.926 -0.118 0.131 -0.091 0.42
H 1.552 3.340 7.209 0.221 -0.473 -0.006 0.40
H -0.322 2.113 6.123 0.122 0.336 -0.073 0.41
H -0.359 1.864 3.663 0.194 -0.086 0.219 0.19
C -0.268 -3.766 -1.540 -0.439 0.229 0.466 -1.17
C 0.900 -3.065 -2.205 0.567 1.299 -0.153 -1.00
As 0.504 -1.114 -2.599 0.178 -0.104 -0.437 0.53
C 2.161 -0.408 -3.371 0.167 -0.402 0.665 0.39
C 3.450 -0.905 -3.145 -0.129 0.575 0.078 -0.26
C 4.561 -0.184 -3.591 -0.099 0.006 0.017 -0.61
C 4.368 0.984 -4.336 0.265 -0.512 0.126 -0.42
C 3.075 1.391 -4.651 0.441 0.952 -0.294 -0.83
C 1.975 0.752 -4.102 0.348 0.184 -0.585 -0.59
C -0.300 -1.225 -4.413 0.255 -0.047 0.703 0.13
C 0.358 -1.934 -5.414 -1.033 -0.225 -0.203 -0.91
C -0.382 -2.428 -6.486 0.459 0.325 -0.406 -0.62
C -1.700 -2.033 -6.648 -1.135 0.249 0.283 -0.50
C -2.291 -1.126 -5.738 0.252 -0.356 -0.440 -0.54
C -1.582 -0.719 -4.608 -0.029 -0.540 -0.453 -0.14
As -1.210 -2.514 -0.219 0.035 -0.341 -0.293 1.24
C -2.884 -2.206 -1.220 -0.014 0.514 0.280 0.19
C -3.652 -3.217 -1.769 -0.606 -0.766 -0.236 -0.64
C -4.818 -2.965 -2.498 0.026 1.115 0.229 -0.92
C -5.227 -1.630 -2.701 0.322 -0.508 0.040 -0.56
C -4.477 -0.612 -2.114 -0.352 -0.010 -0.276 -0.59
C -3.352 -0.901 -1.358 0.489 0.403 0.089 0.22
C -1.978 -3.821 1.053 -0.411 -0.075 0.024 0.49
C -3.277 -3.623 1.556 0.330 0.154 -0.644 -0.64
C -3.874 -4.579 2.344 0.484 -0.559 0.816 -0.80
C -3.151 -5.735 2.715 -0.582 0.116 0.208 -0.47
C -1.828 -5.898 2.328 -0.397 0.332 -0.031 -0.69
C -1.269 -4.932 1.492 0.682 0.147 -0.458 -0.48
H 0.058 -4.654 -0.968 -0.189 0.336 -0.345 0.59
H -1.021 -4.059 -2.281 0.043 -0.069 0.228 0.38
H 1.205 -3.469 -3.171 0.015 -0.471 0.219 0.67
H 1.751 -2.965 -1.502 -0.349 -0.209 -0.497 0.32
H 3.572 -1.771 -2.509 0.100 -0.072 -0.088 0.37
H 5.576 -0.515 -3.334 -0.484 0.112 -0.131 0.37
H 5.243 1.564 -4.643 -0.371 -0.182 -0.113 0.39
H 2.960 2.268 -5.313 -0.125 -0.442 0.578 0.30
H 0.991 1.179 -4.273 0.075 -0.219 0.010 0.32
H 1.419 -2.079 -5.365 0.355 -0.427 0.250 0.40
H 0.095 -3.068 -7.234 -0.157 0.213 0.232 0.38
H -2.313 -2.438 -7.471 0.437 0.309 0.402 0.31
H -3.313 -0.778 -5.890 0.244 -0.083 -0.062 0.38
H -2.004 -0.019 -3.893 -0.093 -0.265 0.068 0.44
H -3.398 -4.256 -1.576 0.167 0.060 -0.135 0.41
H -5.427 -3.777 -2.871 0.116 -0.075 -0.079 0.43
H -6.103 -1.386 -3.315 0.349 -0.187 0.317 0.37
H -4.745 0.430 -2.275 -0.065 -0.142 0.084 0.41
H -2.815 -0.061 -0.904 0.057 -0.299 -0.229 -0.14
H -3.838 -2.744 1.243 0.039 -0.107 0.092 0.46
H -4.855 -4.392 2.772 0.009 -0.221 -0.262 0.41
H -3.649 -6.505 3.315 0.257 0.354 -0.140 0.34
H -1.257 -6.752 2.679 -0.052 0.087 -0.201 0.43
H -0.245 -5.026 1.116 -0.261 -0.277 0.286 0.15
C 1.534 -3.281 2.955 -0.258 0.026 -0.334 -0.83
S 1.615 -1.518 3.261 0.495 0.332 -0.190 0.61
C 0.931 -1.573 4.957 -0.389 -0.435 -0.008 -0.93
O 0.519 -0.866 2.405 -0.559 -0.364 1.940 -0.21
H 2.192 -3.745 3.692 0.126 0.002 -0.172 0.62
H 1.892 -3.430 1.914 -0.246 0.093 0.663 0.11
H 0.506 -3.634 3.124 0.254 0.130 -0.250 0.19
H 1.551 -2.252 5.607 -0.601 0.575 -0.855 0.42
H -0.117 -1.928 4.860 0.598 0.099 0.297 0.24
H 0.947 -0.568 5.395 0.032 -0.161 -0.289 0.22
C -3.266 2.294 1.693 0.100 0.480 -0.129 -0.71
C -2.594 0.996 1.978 3.691 -0.395 -3.596 0.68
C -3.232 0.109 2.942 0.140 -1.431 0.784 -1.35
O -1.543 0.663 1.274 -3.719 1.351 3.079 -0.06
H -4.180 2.394 2.307 0.501 0.168 -0.359 0.39
H -3.520 2.302 0.614 0.155 0.150 0.503 0.22
H -2.545 3.127 1.886 -0.583 -0.488 -0.188 0.08
H -3.338 0.608 3.937 0.099 -0.377 -0.728 0.40
H -2.633 -0.828 3.001 -0.563 0.564 0.224 -0.02
H -4.261 -0.123 2.578 0.609 0.156 0.240 0.44
Se 2.634 -0.996 0.206 -0.624 0.378 0.581 -0.62
```
Positions in Å, forces in eV/Å.

=====

No. 4
Computed, not measured: C14H16N4RbSSbSe4 as an isolated structure, with ωB97M-V/def2-TZVPD.

The net charge is -2. The spin multiplicity is 1. The gap between HOMO and LUMO is 3.39 eV. The value obtained for the LUMO energy is 3.2157 eV. As for the HOMO energy: -0.17 eV.

The geometry in XYZ format:
```
41
Properties=species:S:1:pos:R:3:forces:R:3:mulliken_charge:R:1
Rb 1.069 1.106 1.078 -0.034 0.077 -0.131 0.72
Se 5.270 -1.339 4.360 -0.159 0.067 -0.100 -0.80
Sb 4.115 0.629 3.426 0.248 0.065 0.183 0.61
Se 1.709 0.705 4.180 0.135 -0.045 0.099 -0.92
Se 4.103 0.393 0.893 0.294 0.080 0.318 -0.78
Se 5.277 2.745 3.945 -0.190 -0.098 -0.056 -0.79
C -2.494 -2.569 0.813 -0.154 0.138 -0.007 -0.74
C -3.749 -1.982 0.849 0.146 -0.152 -0.004 -0.38
C -3.850 -0.605 0.781 0.000 0.222 -0.023 -0.59
C -2.689 0.166 0.675 0.008 -0.750 -0.016 0.32
N -1.485 -0.411 0.611 -0.237 0.192 0.079 0.27
C -1.397 -1.728 0.688 0.132 -0.178 -0.022 -0.40
C -2.717 1.647 0.676 -0.010 0.720 0.019 0.46
C -3.897 2.381 0.825 -0.003 -0.241 -0.014 -0.64
C -3.838 3.759 0.908 0.132 0.136 -0.001 -0.40
C -2.606 4.388 0.833 -0.172 -0.123 -0.025 -0.64
C -1.491 3.584 0.648 0.115 0.243 -0.019 -0.18
N -1.537 2.265 0.572 -0.340 -0.125 -0.017 0.05
H -2.368 -3.639 0.891 0.037 -0.003 -0.014 0.38
H -4.639 -2.591 0.942 -0.019 0.018 0.001 0.40
H -4.827 -0.145 0.821 0.014 0.027 0.004 0.24
H -0.392 -2.138 0.658 -0.016 0.021 0.025 0.55
H -4.856 1.887 0.892 0.015 -0.017 0.017 0.23
H -4.744 4.338 1.040 -0.015 -0.020 0.005 0.41
H -2.509 5.461 0.919 0.026 -0.006 -0.027 0.38
H -0.505 4.031 0.562 -0.010 -0.005 0.026 0.39
C 0.571 -2.409 -2.472 0.029 0.067 -0.140 -0.92
N 1.812 -1.684 -2.479 0.040 0.056 0.231 0.16
C 3.074 -2.338 -2.164 0.037 0.003 -0.102 -0.45
C 4.022 -1.163 -1.907 0.088 -0.090 -0.254 -0.21
N 3.225 -0.004 -2.322 -0.132 -0.173 -0.007 -0.16
C 1.924 -0.334 -2.500 0.377 -0.283 0.003 0.02
S 0.663 0.729 -2.754 -0.230 0.295 0.065 -0.42
H 0.580 -3.137 -1.657 0.013 -0.006 -0.009 0.32
H 0.409 -2.938 -3.417 -0.021 -0.045 0.024 0.27
H -0.242 -1.701 -2.322 -0.018 -0.011 -0.024 0.23
H 3.402 -2.963 -3.003 -0.044 -0.031 0.019 0.23
H 2.966 -2.971 -1.279 -0.013 -0.003 0.010 0.36
H 4.937 -1.223 -2.498 -0.040 -0.042 -0.040 0.20
H 4.279 -1.078 -0.847 0.016 -0.036 -0.103 -0.08
H 3.424 0.876 -1.863 -0.047 0.057 0.029 0.30
```
Positions in Å, forces in eV/Å.

=====

Computed energy (Ha) in order:
-301.39247, -1397.10923, -11133.55539, -11030.49896
Computed energy relative to the best compared isomer or geometry (same formula, charge and spin) (kcal/mol) in order:
59.46, 170.24, 0.00, 34.52